{
  "formula": "C41H116N18O15",
  "method": "wB97M-V/def2-TZVPD",
  "homo_energy_ev": -8.39,
  "orbital_gap_ev": 8.43,
  "e_tot_ha": -3745.628351,
  "elements": ["C", "C", "C", "O", "C", "N", "H", "H", "H", "H", "H", "H", "H", "H", "H", "H", "H", "C", "C", "C", "O", "C", "N", "H", "H", "H", "H", "H", "H", "H", "H", "H", "H", "H", "C", "C", "C", "O", "C", "N", "H", "H", "H", "H", "H", "H", "H", "H", "H", "H", "H", "C", "C", "C", "O", "C", "N", "H", "H", "H", "H", "H", "H", "H", "H", "H", "H", "H", "C", "C", "C", "O", "C", "N", "H", "H", "H", "H", "H", "H", "H", "H", "H", "H", "H", "C", "C", "C", "O", "C", "N", "H", "H", "H", "H", "H", "H", "H", "H", "H", "H", "H", "C", "O", "C", "C", "N", "C", "C", "O", "C", "H", "H", "H", "H", "H", "H", "H", "H", "H", "H", "H", "H", "H", "H", "H", "C", "O", "C", "C", "N", "C", "C", "O", "C", "H", "H", "H", "H", "H", "H", "H", "H", "H", "H", "H", "H", "H", "H", "H", "C", "O", "N", "N", "H", "H", "H", "H", "C", "O", "N", "N", "H", "H", "H", "H", "C", "O", "N", "N", "H", "H", "H", "H", "C", "O", "N", "N", "H", "H", "H", "H", "C", "O", "N", "N", "H", "H", "H", "H"],
  "coordinates": [[3.958423, 2.334859, -2.226305], [3.237495, 3.664660, -2.391414], [1.866537, 3.626462, -3.186876], [2.028513, 3.141267, -4.449869], [0.924593, 2.427828, -4.940305], [3.001337, 4.243747, -1.031893], [3.339086, 1.662977, -1.632096], [4.897038, 2.444933, -1.683173], [4.206376, 1.809776, -3.148749], [3.756298, 4.486180, -2.885427], [1.534506, 4.654212, -3.333764], [1.106949, 3.149939, -2.567161], [-0.046274, 2.799260, -4.612346], [0.934270, 1.420807, -4.523259], [0.939020, 2.459700, -6.029745], [3.075868, 5.250351, -0.995778], [3.949758, 4.257777, -0.684918], [6.340096, -0.262446, -3.451368], [6.026460, -1.763427, -3.404090], [6.285576, -2.363190, -4.728976], [6.119581, -3.766116, -4.808261], [5.895176, -4.313874, -6.088569], [6.889963, -2.483860, -2.402962], [5.764901, 0.276941, -2.698830], [6.006894, 0.128155, -4.412883], [7.389408, -0.062010, -3.234887], [4.947761, -1.814344, -3.256019], [7.275990, -2.095580, -5.097185], [5.554144, -1.912758, -5.399969], [4.924812, -4.067254, -6.519479], [6.043085, -5.388954, -5.986480], [6.631146, -3.860536, -6.752595], [6.662111, -3.467263, -2.436164], [6.576639, -2.227757, -1.477581], [-1.667218, -3.749915, 2.969506], [-2.985613, -4.224936, 3.674688], [-3.310944, -3.235247, 4.772422], [-4.386460, -3.567612, 5.695036], [-4.781538, -2.622958, 6.702210], [-3.949071, -4.436570, 2.619038], [-1.087775, -4.602171, 2.614536], [-1.043851, -3.129479, 3.613387], [-1.735541, -3.164502, 2.052590], [-2.838797, -5.162046, 4.211683], [-3.474450, -2.246571, 4.343616], [-2.429229, -3.019623, 5.375911], [-5.139716, -1.641556, 6.391337], [-3.953456, -2.268042, 7.315730], [-5.486264, -3.098992, 7.384003], [-4.735611, -4.877989, 3.073582], [-4.289807, -3.557530, 2.256698], [0.065950, 4.973104, 1.366400], [0.695171, 4.672490, 2.731809], [-0.147042, 3.787061, 3.745375], [-1.430269, 4.332877, 4.149179], [-1.971978, 3.577043, 5.221883], [1.899058, 4.062100, 2.370331], [-0.438004, 4.117030, 0.917769], [0.590090, 5.618122, 0.661185], [-0.760002, 5.684036, 1.344381], [0.904943, 5.643059, 3.181356], [0.417260, 3.527936, 4.641201], [-0.313421, 2.828225, 3.254416], [-2.277674, 2.638167, 4.760194], [-2.910886, 3.904728, 5.668187], [-1.252279, 3.291350, 5.989036], [2.726415, 4.031187, 2.948796], [2.205209, 4.441417, 1.485751], [-1.827105, 5.150149, -3.147868], [-3.041843, 4.443356, -3.851767], [-2.852698, 3.999518, -5.367403], [-2.352406, 5.084761, -6.133873], [-3.311240, 5.916666, -6.688768], [-3.639739, 3.398302, -3.030511], [-1.327011, 5.885568, -3.778081], [-0.998352, 4.505346, -2.855457], [-1.930881, 5.672871, -2.197030], [-3.783662, 5.239282, -3.786203], [-3.719214, 3.573408, -5.873038], [-2.134471, 3.180568, -5.327724], [-3.913871, 6.403521, -5.922015], [-4.025269, 5.387029, -7.319443], [-2.864113, 6.706289, -7.292647], [-4.534206, 3.032458, -3.324067], [-3.798831, 3.754565, -2.098916], [1.220006, -4.157158, -5.408956], [0.336444, -2.842321, -5.408321], [0.972233, -1.644202, -6.245014], [2.151065, -1.158190, -5.707359], [3.010346, -0.364340, -6.579793], [-0.864844, -3.424623, -6.041204], [2.241314, -4.014582, -5.055837], [1.322172, -4.632930, -6.384310], [0.832084, -4.826900, -4.641459], [-0.057818, -2.527917, -4.441987], [0.203684, -0.875639, -6.327229], [1.182963, -1.941647, -7.272252], [3.784193, -0.956287, -7.068525], [3.612831, 0.312453, -5.973941], [2.401192, 0.314505, -7.176616], [-1.331478, -3.950843, -5.316327], [-1.507494, -2.809492, -6.519428], [-10.152113, -2.845048, 1.082721], [-8.911591, -2.185620, 1.499492], [-8.102683, -3.128596, 2.190867], [-6.832030, -2.450128, 2.460747], [-5.830300, -2.678034, 1.391893], [-5.130681, -1.472306, 1.267658], [-3.988238, -1.584598, 0.317862], [-4.223800, -1.854034, -1.092864], [-5.121211, -0.966083, -1.698594], [-10.021193, -3.106928, 0.032781], [-10.996390, -2.194776, 1.311733], [-10.564298, -3.697185, 1.623151], [-7.876740, -4.038890, 1.635536], [-8.652448, -3.220132, 3.127605], [-6.467083, -2.744292, 3.444812], [-7.012007, -1.399339, 2.687770], [-6.477798, -2.711992, 0.617496], [-4.708032, -1.160840, 2.222899], [-5.907240, -0.829186, 0.853606], [-3.203180, -2.245810, 0.684705], [-3.615587, -0.560903, 0.353759], [-4.941223, 0.063396, -1.388958], [-6.122064, -1.320184, -1.451606], [-5.125914, -1.083435, -2.782245], [-0.575425, -1.949800, 6.857647], [-0.294742, -1.520067, 5.556543], [0.253661, -0.146350, 5.611160], [1.387246, 0.115057, 4.654601], [2.712235, -0.204630, 5.165732], [3.815146, 0.132396, 4.247028], [4.160873, 1.576661, 4.525939], [4.182106, 1.768157, 5.934155], [3.886311, 3.164202, 6.452223], [-1.435895, -1.414826, 7.259496], [0.164928, -1.808049, 7.644969], [-0.811024, -3.006326, 6.985555], [0.673492, 0.058793, 6.595920], [-0.497548, 0.567381, 5.272972], [1.355093, 1.202950, 4.594932], [1.161618, -0.371403, 3.705626], [2.812248, 0.437193, 5.939135], [3.512014, 0.060908, 3.202475], [4.744138, -0.404502, 4.438905], [3.374373, 2.149914, 4.035112], [5.129242, 1.778126, 4.067915], [2.861364, 3.528142, 6.380462], [4.562991, 3.934635, 6.082602], [4.217919, 3.193202, 7.490155], [0.474303, 1.210442, 0.330756], [-0.499390, 1.313300, 1.106968], [1.546951, 1.884155, 0.442000], [0.640463, 0.219280, -0.540492], [2.383930, 1.806847, -0.117977], [1.429238, 2.614853, 1.129261], [0.047494, -0.596203, -0.481547], [1.406512, 0.354018, -1.184799], [-3.194569, 0.782183, 3.220687], [-3.929840, 0.789756, 4.136011], [-2.088478, 0.114147, 3.363527], [-3.083492, 1.607720, 2.196627], [-2.005723, -0.466647, 4.185676], [-1.379979, 0.298812, 2.667807], [-3.809910, 2.285143, 2.013557], [-2.222204, 1.575186, 1.670114], [-0.295434, -3.787191, -1.709976], [0.847009, -3.402354, -2.017207], [-0.818652, -4.726062, -2.336294], [-0.977146, -3.451026, -0.638026], [-1.804732, -4.873973, -2.497124], [-0.258888, -4.910954, -3.156400], [-0.506176, -2.799214, -0.026934], [-1.966655, -3.637487, -0.559225], [2.921345, -2.594301, 0.533528], [3.469862, -2.160961, 1.450863], [1.818038, -3.364488, 0.489735], [3.478821, -2.502492, -0.666743], [1.319683, -3.494024, 1.358626], [1.465017, -3.684259, -0.400900], [3.149999, -2.930867, -1.520248], [4.307991, -1.929653, -0.733373], [6.306857, 0.320052, 0.675053], [6.939061, -0.552706, 0.099839], [5.144425, 0.280630, 1.208189], [6.784393, 1.543758, 0.945076], [4.807478, 1.162004, 1.568384], [4.543211, -0.530807, 1.193402], [7.726118, 1.749804, 0.643733], [6.309830, 2.308561, 1.403277]],
  "forces_ev_per_angstrom": [[0.0, 0.2, -0.2], [-1.5, 1.5, -0.6], [1.0, 1.1, 1.9], [0.5, -0.9, -1.3], [-0.5, -0.4, 0.1], [0.9, -0.2, 0.7], [0.0, -0.1, -0.1], [0.1, 0.2, 0.1], [-0.3, 0.3, -0.1], [0.9, -0.8, -0.7], [-0.1, 0.5, 0.6], [-0.1, -0.6, -0.1], [0.0, 0.7, 0.0], [0.2, -0.5, -0.4], [0.1, -0.3, 0.1], [-1.6, 0.9, -1.1], [0.7, -1.4, 0.9], [-0.2, -0.3, 0.4], [0.9, -0.4, 1.3], [-0.2, -0.3, -2.0], [-0.5, -0.3, 1.2], [0.8, 0.8, 0.3], [-1.2, 0.7, -0.4], [0.0, -0.1, 0.2], [0.3, 0.2, -0.2], [0.0, -0.1, -0.4], [-0.3, -0.5, 0.5], [0.4, 0.0, 0.0], [-0.1, 0.2, -0.4], [-0.4, -0.1, 0.3], [-0.1, 0.1, -0.2], [0.3, -0.4, -0.4], [0.0, -0.3, -0.4], [0.4, 0.5, 0.4], [0.5, -0.3, 0.5], [1.0, 0.4, -0.4], [-0.4, 1.9, 1.4], [-0.3, -0.1, -0.6], [1.1, 0.2, -0.1], [-0.1, -0.5, 0.8], [0.0, -0.3, 0.4], [0.1, -0.2, 0.3], [-1.0, 0.2, 0.1], [0.3, -0.3, -0.3], [-0.6, 0.3, -0.4], [0.3, -0.5, 0.1], [-0.6, -0.2, -1.0], [0.7, -0.6, 0.2], [-0.1, -0.1, -0.4], [-0.5, -0.1, -0.3], [-0.1, -0.1, -0.1], [-2.6, 0.8, -0.1], [-1.8, 1.8, 0.8], [-0.7, 0.2, -0.9], [1.3, 0.9, 0.1], [-0.2, -1.8, -1.0], [2.4, -1.8, -1.0], [0.7, -0.3, -0.3], [1.4, -0.9, -0.1], [-0.7, 0.0, 1.3], [-0.4, 0.3, 0.5], [0.5, 0.4, 0.2], [-0.1, -0.2, -0.3], [0.0, -0.5, 0.2], [0.4, 1.0, -0.2], [0.3, 0.5, 0.2], [-0.5, 0.2, 0.8], [0.1, -0.1, -0.1], [1.2, -0.9, -0.5], [-1.2, 1.5, 0.2], [0.7, 0.7, 1.6], [1.0, -0.8, 0.1], [-1.1, 0.5, 0.0], [0.9, -1.0, 0.6], [-0.4, 0.0, -0.5], [-0.1, -0.8, -0.4], [-1.3, 0.0, 0.0], [-0.1, 0.6, -1.0], [-0.6, 0.2, 0.5], [0.4, 0.2, -0.3], [-0.1, 0.2, 0.2], [0.0, -0.3, -0.2], [0.4, -0.2, 0.1], [0.0, 0.3, -0.6], [0.2, 0.0, 0.1], [1.0, 1.5, 1.4], [0.7, -1.2, -1.6], [-1.1, -1.2, -0.3], [1.6, 0.7, 0.7], [-0.7, 0.0, 1.3], [-0.3, 0.2, -0.9], [0.2, 0.5, 0.1], [-0.6, 0.2, 0.0], [-0.2, -0.3, -0.5], [1.3, 0.4, 0.4], [-0.2, 0.4, 0.2], [-0.3, -0.6, -0.2], [-0.6, -0.3, -0.7], [-0.3, -0.1, 0.6], [0.1, -0.4, -0.6], [-0.4, 0.1, -0.3], [-0.1, 0.3, 0.3], [0.1, 1.1, 0.0], [-1.7, -1.5, -0.9], [-0.7, 1.1, 0.7], [1.4, -0.1, 1.5], [-2.6, -1.4, 1.5], [0.2, 0.3, -1.5], [0.7, 1.7, -1.2], [0.6, -0.8, 1.0], [-0.8, -0.7, 0.1], [-0.5, 0.1, 0.0], [0.2, 0.8, -0.8], [1.3, -0.7, 0.5], [-0.6, -0.3, 0.0], [0.3, -1.1, 0.2], [0.5, -0.7, 0.0], [-0.2, 0.4, -0.7], [0.4, -0.4, -0.8], [-0.2, 0.3, 0.1], [0.6, 1.5, 0.4], [-0.2, -0.2, -0.2], [0.8, 0.2, -0.1], [-0.1, 0.2, -0.1], [-0.5, 0.6, 0.4], [0.7, 0.1, 0.0], [-1.0, -0.2, 1.4], [1.3, 1.2, 0.3], [0.2, -1.1, -0.5], [0.3, 0.0, -0.1], [-0.2, -1.3, -0.4], [-0.4, 0.5, 1.1], [-0.2, 0.5, -0.4], [-0.4, 2.8, 0.8], [1.5, -1.3, -0.1], [-0.4, 0.2, 0.0], [0.9, 0.4, -0.5], [0.0, -0.2, -1.0], [-0.6, 0.0, 0.3], [-0.5, -0.1, 0.7], [-0.4, 0.4, -0.9], [0.2, 0.2, -0.2], [0.4, -0.4, 0.4], [0.0, -0.4, 0.1], [-0.4, -0.8, 0.0], [0.0, 0.6, 0.2], [0.2, 0.5, 0.1], [-0.2, -0.6, -0.3], [0.0, -0.2, -1.0], [-0.5, -0.7, 0.2], [-2.0, -3.0, 1.1], [0.1, 0.2, -0.5], [2.5, 3.7, 1.3], [-1.0, -1.3, -1.5], [-0.5, 0.1, 0.3], [1.0, 0.5, 0.1], [0.3, 0.3, -0.6], [-0.4, -1.0, -0.1], [2.5, 1.4, -0.1], [-5.4, 0.2, 3.1], [3.3, -2.9, -0.5], [-1.6, 1.7, -2.3], [0.4, 0.0, -0.4], [0.6, -0.8, 0.4], [0.3, -0.2, 0.0], [-0.2, 0.4, -0.4], [3.1, 3.2, 2.3], [-0.1, 0.5, 0.2], [-2.7, -5.7, -6.1], [-0.4, 2.2, 2.3], [0.0, 0.1, 0.6], [-0.3, -0.5, -0.2], [-0.6, 0.0, 0.1], [0.3, 0.1, 0.2], [-2.1, -3.3, -4.8], [2.4, 3.2, 6.5], [-1.2, -0.2, 1.8], [1.6, 0.9, -3.1], [0.1, -0.2, -0.2], [0.1, 0.2, 0.1], [-0.3, 0.1, 0.3], [0.0, -0.3, 0.0], [2.6, -0.1, -0.6], [-0.3, -0.1, -0.2], [-5.0, -1.0, 1.3], [3.3, 2.9, -0.7], [-0.4, -0.7, 0.1], [-0.2, -0.3, 0.2], [-0.2, -0.1, 0.0], [0.0, -0.5, -0.1]]
}